No. 1
106
Properties=species:S:1:pos:R:3 method="wB97M-V/def2-TZVPD" multiplicity=2 de_lowest_kj_mol=234.3 homo_ev="-13.799 / -13.806" molar_mass_da=848.149 charge=+2 s_squared=0.78 orbital_gap_ev="6.5 / 6.4"
Ir -0.240 -0.176 0.778
C 0.122 1.603 -1.275
C 0.809 1.249 -2.395
C 0.184 -0.051 -2.912
C -0.943 -0.229 -2.202
C -1.072 0.786 -1.117
C -2.375 1.587 -0.937
C -3.672 0.773 -0.989
C -2.352 2.437 0.337
C -2.416 2.541 -2.157
C 0.715 -1.110 -3.872
C -0.282 -2.274 -3.958
C 0.928 -0.633 -5.317
C 2.014 -1.684 -3.276
C 1.716 2.239 -3.113
C 0.963 2.667 -4.392
C 3.120 1.727 -3.464
C 1.900 3.513 -2.279
H 0.224 2.559 -0.789
H -1.672 -0.992 -2.399
H -3.907 0.283 -0.046
H -3.662 0.030 -1.789
H -4.497 1.453 -1.198
H -2.251 1.825 1.236
H -3.293 2.981 0.428
H -1.553 3.180 0.328
H -2.428 1.985 -3.096
H -1.571 3.227 -2.167
H -3.330 3.133 -2.104
H -1.229 -1.969 -4.407
H -0.478 -2.718 -2.979
H 0.140 -3.058 -4.587
H 0.014 -0.193 -5.720
H 1.179 -1.496 -5.935
H 1.734 0.083 -5.430
H 1.795 -2.266 -2.377
H 2.742 -0.920 -3.012
H 2.484 -2.355 -3.997
H 0.757 1.839 -5.062
H 1.571 3.396 -4.931
H 0.015 3.144 -4.136
H 3.115 0.869 -4.125
H 3.695 1.466 -2.571
H 3.660 2.525 -3.974
H 0.955 4.031 -2.104
H 2.545 4.201 -2.825
H 2.378 3.321 -1.318
O -5.949 -1.245 5.778
N -5.180 -0.363 5.487
O -5.118 0.736 5.997
C -4.313 -0.599 4.309
C -4.808 -1.396 3.348
C -4.069 -1.612 2.144
C -4.550 -2.445 1.120
C -3.776 -2.626 0.006
C -2.563 -1.946 -0.094
N -2.107 -1.115 0.833
C -2.832 -0.982 1.974
C -2.282 -0.199 3.040
N -1.026 0.292 2.858
C -0.502 1.018 3.833
C -1.153 1.275 5.037
C -2.410 0.771 5.241
C -3.016 0.017 4.217
H -5.773 -1.865 3.484
H -5.506 -2.940 1.231
H -4.081 -3.277 -0.801
H -1.936 -2.098 -0.954
H 0.487 1.417 3.679
H -0.657 1.866 5.793
H -2.934 0.955 6.166
C 2.029 1.883 1.410
N 1.830 0.411 1.091
C 2.341 -0.377 2.297
N 3.687 -0.038 2.654
C 3.766 1.391 2.956
N 3.381 2.192 1.792
C 4.279 1.856 0.683
N 4.177 0.435 0.347
C 2.823 0.120 -0.025
C 4.566 -0.345 1.523
H 1.342 2.165 2.204
H 1.773 2.443 0.516
H 2.292 -1.430 2.042
H 1.676 -0.188 3.136
H 4.786 1.645 3.243
H 3.106 1.623 3.795
H 5.304 2.085 0.972
H 4.026 2.456 -0.190
H 2.751 -0.932 -0.292
H 2.520 0.724 -0.877
H 5.595 -0.107 1.789
H 4.502 -1.410 1.294
C 0.380 -3.109 2.772
C -0.048 -3.271 1.316
C 0.539 -4.561 0.733
C 0.392 -2.122 0.405
H -0.031 -3.920 3.375
H 0.037 -2.167 3.208
H 1.466 -3.159 2.877
H -1.133 -3.376 1.303
H 1.630 -4.521 0.721
H 0.196 -4.736 -0.288
H 0.248 -5.420 1.338
H 0.097 -2.313 -0.631
H 1.481 -2.094 0.409

***

No. 2
64
Properties=species:S:1:pos:R:3 method="wB97M-V/def2-TZVPD" multiplicity=2 homo_ev="-1.509 / -1.245" molar_mass_da=644.581 charge=-2 s_squared=1.08 orbital_gap_ev="6.0 / 5.7"
Mn 0.605 1.011 -0.387
O 4.602 1.754 -0.380
C 3.454 2.135 -0.608
O 2.464 1.369 -0.868
C 3.183 3.632 -0.643
C 4.306 4.450 -0.790
C 4.214 5.826 -0.898
C 2.950 6.412 -0.847
C 1.831 5.624 -0.677
C 1.902 4.217 -0.560
S 0.378 3.409 -0.241
H 5.266 3.951 -0.822
H 5.104 6.434 -1.015
H 2.841 7.489 -0.941
H 0.848 6.079 -0.620
C -2.689 1.900 -1.944
Si -1.789 1.005 -0.526
C -2.690 1.733 1.001
C -2.563 -0.759 -0.590
C -3.388 -1.232 -1.617
C -3.851 -2.547 -1.648
C -3.486 -3.438 -0.648
C -2.654 -3.002 0.380
C -2.208 -1.686 0.401
H -3.778 1.784 -1.860
H -2.376 1.536 -2.931
H -2.441 2.964 -1.894
H -3.782 1.621 0.940
H -2.450 2.798 1.101
H -2.349 1.233 1.915
H -3.670 -0.557 -2.421
H -4.490 -2.881 -2.460
H -3.827 -4.468 -0.677
H -2.332 -3.695 1.150
H -1.524 -1.377 1.185
C 0.554 2.260 3.112
As 0.820 0.645 2.057
C 2.694 0.348 2.509
C -0.011 -0.585 3.332
H 0.960 2.124 4.117
H -0.510 2.489 3.169
H 1.047 3.088 2.607
H 2.823 0.266 3.590
H 3.277 1.185 2.125
H 3.041 -0.561 2.018
H 0.452 -0.446 4.310
H 0.132 -1.615 3.004
H -1.078 -0.373 3.404
O 2.495 -4.414 0.808
S 1.174 -3.840 0.872
O 0.388 -4.158 2.038
N 1.179 -2.253 0.575
C 0.680 -1.971 -0.625
O 0.585 -0.871 -1.180
C 0.107 -3.185 -1.337
C -0.599 -3.215 -2.517
C -1.116 -4.438 -2.938
C -0.921 -5.590 -2.187
C -0.212 -5.548 -0.992
C 0.286 -4.321 -0.595
H -0.758 -2.299 -3.071
H -1.697 -4.488 -3.851
H -1.341 -6.529 -2.527
H -0.062 -6.434 -0.387

***

No. 3
22
Properties=species:S:1:pos:R:3 method="wB97M-V/def2-TZVPD" multiplicity=1 de_lowest_kj_mol=163.5 homo_ev=-9.055 smiles=C[C@H](CN)NCO.O molar_mass_da=122.168 orbital_gap_ev=9.6
C 0.354 1.984 0.988
N -0.402 1.651 2.163
C -0.031 1.161 -0.283
C 0.705 1.766 -1.473
N 0.178 -0.244 -0.023
C -0.763 -1.158 -0.610
O -0.239 -1.672 -1.833
H 1.424 2.253 0.973
H 0.014 2.992 0.663
H -0.569 2.398 2.820
H -0.015 0.848 2.614
H -1.084 1.439 -0.476
H 1.766 1.912 -1.271
H 0.705 0.996 -2.260
H 0.241 2.629 -1.932
H 0.529 -0.412 0.901
H -1.696 -0.603 -0.774
H -1.022 -2.062 -0.033
H -0.036 -2.597 -1.735
H -0.412 -4.190 -0.068
H 0.284 -4.278 1.202
O 0.067 -4.816 0.446

***

No. 4
6
Properties=species:S:1:pos:R:3 method="wB97M-V/def2-TZVPD" multiplicity=3 de_lowest_kj_mol=155.6 homo_ev="-8.493 / -10.238" molar_mass_da=46.044 s_squared=2.00 orbital_gap_ev="9.8 / 9.2"
C 0.893 0.455 -0.025
C -0.826 -0.586 0.079
F -1.811 0.327 -0.070
H 1.605 -0.200 0.265
H 0.753 1.403 0.320
H -0.613 -1.399 -0.569

***

No. 5
97
Properties=species:S:1:pos:R:3 method="wB97M-V/def2-TZVPD" multiplicity=6 de_lowest_kj_mol=121.9 homo_ev="-9.843 / -10.819" molar_mass_da=1040.239 charge=+1 s_squared=8.80 orbital_gap_ev="6.2 / 5.3"
Ir 0.464 -0.331 0.441
C -2.074 -2.201 -1.516
C -1.560 -3.495 -0.896
C -1.997 -4.683 -1.762
C -0.070 -3.537 -0.669
C 0.681 -4.709 -0.501
C 1.973 -4.284 -0.285
N 1.981 -2.947 -0.299
N 0.739 -2.474 -0.550
B 3.217 -2.050 -0.170
N 3.283 -1.280 1.180
C 4.311 -1.324 2.032
C 4.089 -0.403 3.035
C 2.876 0.207 2.713
N 2.393 -0.341 1.586
C 2.254 1.314 3.523
C 2.459 2.669 2.837
C 0.799 1.054 3.913
N 3.232 -0.990 -1.266
C 4.181 -0.769 -2.191
C 3.926 0.457 -2.767
C 2.770 0.928 -2.111
N 2.350 0.032 -1.225
C 2.141 2.280 -2.299
C 3.034 3.363 -1.679
C 1.892 2.580 -3.778
H -3.158 -2.133 -1.402
H -1.644 -1.322 -1.043
H -1.850 -2.182 -2.588
H -2.024 -3.616 0.090
H -1.432 -4.702 -2.696
H -1.849 -5.637 -1.256
H -3.057 -4.597 -2.001
H 0.331 -5.725 -0.547
H 2.879 -4.840 -0.112
H 4.190 -2.751 -0.226
H 5.129 -2.005 1.866
H 4.717 -0.177 3.880
H 2.837 1.332 4.447
H 1.855 2.740 1.931
H 2.173 3.482 3.507
H 3.506 2.804 2.561
H 0.144 1.026 3.044
H 0.703 0.103 4.440
H 0.443 1.849 4.572
H 4.983 -1.473 -2.344
H 4.501 0.958 -3.528
H 1.188 2.306 -1.761
H 4.045 3.304 -2.086
H 2.637 4.357 -1.896
H 3.099 3.246 -0.596
H 2.838 2.739 -4.299
H 1.375 1.757 -4.278
H 1.295 3.487 -3.893
Cl -1.397 5.249 -3.552
C -0.985 4.258 -2.226
C -0.981 4.814 -0.956
C -0.670 4.045 0.151
I -0.770 4.824 2.051
C -0.290 2.661 0.002
O 0.043 1.940 0.950
C -0.336 2.093 -1.351
N -0.095 0.778 -1.442
C -0.168 0.187 -2.622
C -0.536 0.882 -3.776
C -0.792 2.227 -3.698
C -0.691 2.869 -2.453
H -1.232 5.859 -0.838
H 0.076 -0.868 -2.646
H -0.611 0.352 -4.716
H -1.068 2.796 -4.575
C 0.436 -2.811 4.004
C -0.742 -2.484 4.659
C -1.722 -1.778 3.983
C -1.550 -1.370 2.655
C -0.300 -1.574 2.053
C 0.653 -2.346 2.717
C -2.733 -0.826 1.930
C -4.025 -1.192 2.410
C -5.138 -0.755 1.775
C -5.003 0.047 0.623
C -6.122 0.522 -0.099
C -5.959 1.253 -1.238
C -4.654 1.532 -1.696
C -3.562 1.085 -1.007
C -3.694 0.336 0.183
N -2.572 -0.099 0.848
H 1.197 -3.401 4.497
H -0.910 -2.797 5.681
H -2.637 -1.534 4.505
H 1.602 -2.577 2.252
H -4.114 -1.844 3.265
H -6.126 -1.034 2.122
H -7.114 0.289 0.271
H -6.817 1.604 -1.796
H -4.514 2.108 -2.603
H -2.574 1.290 -1.376

***

No. 6
15
Properties=species:S:1:pos:R:3 method="wB97M-V/def2-TZVPD" multiplicity=1 de_lowest_kj_mol=524.7 homo_ev="-8.361 / -8.988" molar_mass_da=100.121 orbital_gap_ev="8.0 / 8.6"
C 1.805 -0.129 -0.200
C -1.095 0.659 -1.292
C 0.555 -0.553 0.382
C -0.612 0.388 0.187
N 2.707 0.243 -0.838
N 0.287 -1.911 0.380
O -0.340 1.649 0.751
H -1.107 -0.336 -1.815
H -0.403 1.384 -1.613
H -2.155 1.007 -1.008
H 0.810 0.233 2.239
H -1.342 0.064 0.899
H 1.028 -2.421 0.809
H -0.669 -2.174 0.541
H 0.531 1.896 0.578